Record 1
{"formula": "C6H12O", "method": "ωB97M-V/def2-TZVPD", "symbols": ["C", "C", "O", "C", "C", "C", "C", "H", "H", "H", "H", "H", "H", "H", "H", "H", "H", "H", "H"], "xyz": [[-1.21417, 1.82631, 1.15702], [-0.01966, 1.14532, 0.47353], [1.19299, 1.82594, 0.74235], [-0.02634, -0.22801, 1.06423], [-0.72920, -1.20988, 0.23417], [0.69133, -1.45560, -0.36960], [0.82032, -1.15976, -1.85653], [-2.16630, 1.39407, 0.83070], [-1.19637, 2.88968, 0.90581], [-1.13311, 1.72229, 2.24422], [-0.15989, 1.21257, -0.61682], [1.48821, 1.48338, 1.59923], [1.40778, -0.80359, 0.19149], [-1.42832, -0.85452, -0.53687], [-1.12804, -2.08685, 0.74847], [1.02830, -2.45648, -0.09451], [0.43707, -0.16422, -2.10302], [0.26406, -1.88802, -2.45451], [1.87134, -1.19263, -2.15935]], "orbital_gap_ev": 9.527, "charge": 0, "homo_ev": -8.435, "lumo_energy_ev": 1.0919}


Record 2
{"formula": "C4H5BrO2S", "method": "ωB97M-V/def2-TZVPD", "symbols": ["C", "C", "C", "C", "O", "O", "S", "Br", "H", "H", "H", "H", "H"], "xyz": [[0.14590, -0.98896, 0.54500], [-1.12212, -0.97164, 0.95338], [-0.14669, 1.12236, -0.67172], [0.79837, -0.03550, -0.43147], [-2.36504, 1.34643, 1.21894], [-2.77045, 0.18012, -0.98656], [-1.89564, 0.52167, 0.11872], [2.74481, 0.42874, 0.20054], [0.84689, -1.82820, 0.96482], [-1.57118, -1.66853, 1.70951], [0.05470, 2.03398, -0.17297], [-0.39144, 1.36825, -1.81177], [1.11022, -0.56675, -1.36636]], "orbital_gap_ev": 10.174, "charge": 0, "homo_ev": -10.576, "smiles": "O=S1(=O)C=C[C@H](Br)C1", "lumo_energy_ev": -0.4024}


Record 3
{"formula": "C30H51CeN8O4PS2", "method": "ωB97M-V/def2-TZVPD", "symbols": ["Ce", "N", "C", "S", "N", "N", "C", "C", "C", "C", "C", "C", "C", "O", "H", "H", "H", "H", "H", "H", "H", "C", "O", "C", "C", "O", "C", "C", "O", "C", "H", "H", "H", "H", "H", "H", "H", "H", "H", "H", "H", "H", "H", "H", "S", "C", "N", "N", "P", "N", "C", "C", "C", "C", "C", "N", "C", "C", "C", "C", "C", "N", "C", "C", "C", "C", "C", "H", "H", "H", "H", "H", "H", "H", "H", "H", "H", "H", "H", "H", "H", "H", "H", "H", "H", "H", "H", "H", "H", "H", "H", "H", "H", "H", "H", "H", "H"], "xyz": [[0.21279, 0.33693, -0.20087], [0.99761, -3.25223, 3.19720], [0.96932, -2.30317, 2.18268], [-0.45587, -1.31520, 2.12084], [2.03539, -2.29536, 1.44593], [2.11170, -1.30350, 0.45490], [3.14397, -1.50839, -0.28005], [3.67345, -0.69993, -1.37200], [4.77842, -1.22465, -2.05453], [5.39324, -0.55198, -3.08976], [4.89531, 0.70471, -3.44829], [3.81479, 1.24906, -2.78666], [3.16254, 0.56029, -1.74432], [2.12457, 1.08863, -1.15786], [0.09391, -3.53218, 3.53659], [1.67000, -3.98898, 3.05464], [3.71575, -2.40483, -0.04124], [5.14829, -2.19796, -1.74855], [6.23855, -0.98442, -3.60821], [5.36216, 1.26006, -4.25494], [3.42484, 2.22465, -3.05332], [-0.03448, 1.91983, -3.74022], [-0.42733, 1.93512, -2.37719], [-1.73246, 2.43555, -2.14515], [-2.73901, 1.32570, -2.02775], [-2.43286, 0.65124, -0.80866], [-3.36249, -0.34121, -0.40738], [-3.03630, -1.68022, -1.00728], [-1.69122, -1.93366, -0.68699], [-1.30502, -3.27327, -0.91524], [-0.07146, 2.93821, -4.14158], [-0.67780, 1.26160, -4.32964], [0.98262, 1.54106, -3.77348], [-2.02826, 3.15010, -2.91924], [-1.67482, 2.93904, -1.18748], [-2.68827, 0.63492, -2.87509], [-3.74688, 1.75152, -1.95912], [-4.37798, -0.03669, -0.68013], [-3.28796, -0.39504, 0.67941], [-3.18086, -1.69626, -2.09314], [-3.68784, -2.43509, -0.54626], [-1.91529, -3.94518, -0.30020], [-0.26194, -3.36800, -0.62739], [-1.41100, -3.53593, -1.97167], [0.66680, -1.26035, -2.76723], [-0.80739, -1.35010, -3.54759], [-1.85610, -1.40127, -4.05322], [-0.50862, 2.18746, 1.04561], [-0.25085, 3.22142, 2.14459], [1.33870, 3.66189, 2.52054], [2.02274, 4.73928, 1.80460], [2.86867, 4.24168, 0.63494], [3.90248, 3.23715, 1.13168], [3.19048, 2.09144, 1.83752], [2.26217, 2.59035, 2.93800], [-0.97415, 4.72239, 1.83040], [-1.00880, 5.75622, 2.85138], [-0.96046, 7.14386, 2.21558], [-2.05101, 7.31286, 1.15869], [-2.00385, 6.16894, 0.14710], [-2.06549, 4.83691, 0.88108], [-0.87728, 2.97649, 3.71024], [-2.28213, 2.55820, 3.72937], [-2.43767, 1.04599, 3.85608], [-1.67605, 0.51810, 5.07184], [-0.22261, 0.99279, 5.05443], [-0.17705, 2.50789, 4.89852], [2.67994, 5.25851, 2.51818], [1.28239, 5.45456, 1.45775], [3.35015, 5.09343, 0.14500], [2.21297, 3.75646, -0.09654], [4.57961, 3.74176, 1.83534], [4.51273, 2.85622, 0.31013], [3.90404, 1.38445, 2.26964], [2.61453, 1.54821, 1.09156], [2.86546, 2.97155, 3.77394], [1.69024, 1.74588, 3.31998], [-0.17613, 5.61315, 3.53758], [-1.93286, 5.66665, 3.44746], [0.01877, 7.29104, 1.74908], [-1.06415, 7.90248, 2.99644], [-1.95776, 8.28175, 0.66232], [-3.03020, 7.30146, 1.65343], [-1.06832, 6.21028, -0.42136], [-2.83071, 6.24969, -0.56423], [-2.02551, 3.98891, 0.21412], [-3.03183, 4.78670, 1.41455], [-2.77439, 2.91140, 2.82191], [-2.77152, 3.05497, 4.58074], [-2.03464, 0.59047, 2.94860], [-3.49906, 0.78618, 3.92522], [-1.71696, -0.57282, 5.09745], [-2.16046, 0.88893, 5.98632], [0.28579, 0.52139, 4.20942], [0.29583, 0.68845, 5.96876], [0.83649, 2.89644, 4.90534], [-0.68574, 2.96012, 5.76449]], "multiplicity": 2, "orbital_gap_ev": [7.239, 7.240], "charge": -1, "homo_ev": [-4.667, -4.669], "lumo_energy_ev": [2.5716, 2.5717]}


Electronic energy? In order: -310.91985 -3278.01797 -3525.85818 hartree.
Energy relative to the best compared isomer or geometry (same formula, charge and spin)? In order: 366.0 130.1 0.0 kJ/mol.